{"formula": "C39H48B3F11O27Si", "method": "ωB97M-V/def2-TZVPD", "energy_ev": -136312.613, "symbols": ["C", "C", "C", "F", "B", "O", "B", "C", "O", "B", "C", "F", "F", "C", "C", "Si", "C", "C", "C", "C", "C", "C", "C", "C", "O", "H", "H", "H", "H", "H", "H", "H", "H", "H", "H", "H", "H", "H", "H", "H", "H", "H", "H", "H", "H", "H", "H", "H", "H", "C", "C", "O", "C", "O", "O", "F", "H", "H", "H", "C", "C", "O", "C", "O", "O", "F", "H", "H", "H", "C", "C", "O", "C", "O", "O", "F", "H", "H", "H", "C", "C", "O", "C", "O", "O", "F", "H", "H", "H", "C", "C", "O", "C", "O", "O", "F", "H", "H", "H", "C", "C", "O", "C", "O", "O", "F", "H", "H", "H", "C", "C", "O", "C", "O", "O", "F", "H", "H", "H", "C", "C", "O", "C", "O", "O", "F", "H", "H", "H"], "xyz": [[-2.072315, -3.422284, -4.538752], [-1.598440, -3.620619, -3.079626], [-2.301165, -4.777810, -2.375826], [-1.495750, -5.210940, -1.316514], [-3.656490, -4.252322, -1.753451], [-4.666842, -3.666487, -2.494487], [-5.656036, -3.125641, -1.659604], [-7.155055, -3.376422, -2.014127], [-5.248937, -2.385971, -0.548355], [-4.124560, -2.974973, -0.017910], [-3.092094, -2.154089, 0.899624], [-1.927649, -2.871403, 0.917764], [-2.896678, -0.958040, 0.255000], [-3.580335, -1.907370, 2.312140], [-3.034261, -0.606432, 2.934971], [-1.148812, -0.399676, 2.974702], [-0.762905, 0.685762, 4.477007], [-0.201757, -2.002808, 3.226813], [-0.451332, 0.501109, 1.480444], [-0.531076, 1.899200, 1.462717], [0.006300, 2.628005, 0.404152], [0.643304, 1.999585, -0.659590], [0.703743, 0.608109, -0.662945], [0.168750, -0.117606, 0.396558], [-3.870245, -4.290842, -0.375297], [-2.363383, -4.351011, -5.018837], [-2.874407, -2.690431, -4.513982], [-1.225289, -2.988552, -5.064755], [-0.519241, -3.752334, -3.047722], [-1.796655, -2.681788, -2.555778], [-2.440481, -5.622730, -3.052833], [-7.224904, -4.210326, -2.709980], [-7.750291, -3.648622, -1.142542], [-7.634023, -2.512543, -2.476324], [-4.669400, -1.802202, 2.247437], [-3.420709, -2.768742, 2.955208], [-3.503902, 0.262570, 2.480498], [-3.355479, -0.605395, 3.980978], [0.293189, 0.942744, 4.406423], [-1.330499, 1.614046, 4.419205], [-0.990051, 0.141420, 5.391516], [0.098898, -2.460152, 2.288855], [-0.721523, -2.709966, 3.873680], [0.728923, -1.744321, 3.734784], [-0.998876, 2.455633, 2.264334], [-0.057421, 3.709414, 0.415045], [1.082057, 2.585108, -1.453644], [1.204172, 0.106932, -1.479879], [0.258527, -1.197597, 0.361517], [-5.928116, 1.190682, 0.660945], [-5.293879, 2.201650, 1.588013], [-5.688927, 3.433228, 1.012140], [-6.875602, 3.213209, 0.377389], [-7.612979, 4.066959, 0.013999], [-7.099710, 1.888720, 0.225576], [-3.943076, 2.108694, 1.572412], [-5.289623, 0.972980, -0.196359], [-6.190754, 0.258833, 1.155395], [-5.646657, 2.154971, 2.620185], [4.479430, -1.806000, 2.905413], [5.403615, -0.645474, 3.189970], [4.677618, 0.459453, 2.677363], [3.350093, 0.146866, 2.773672], [2.470391, 0.933972, 2.673782], [3.188863, -1.175043, 2.997867], [6.576918, -0.751110, 2.520776], [4.620572, -2.202312, 1.902131], [4.570140, -2.604414, 3.621117], [5.611791, -0.479175, 4.248609], [3.270720, 1.624449, -4.080384], [4.624756, 1.171684, -4.569594], [4.975488, 0.184737, -3.614923], [3.810037, -0.355045, -3.146890], [3.731962, -1.366684, -2.538726], [2.756558, 0.430301, -3.480196], [5.537375, 2.173931, -4.527253], [3.352195, 2.406503, -3.323592], [2.620870, 1.969056, -4.880845], [4.625818, 0.728725, -5.566879], [4.913667, 2.674690, -0.743865], [5.643903, 3.657733, 0.136897], [5.302054, 4.905469, -0.456486], [4.081961, 4.752257, -1.034485], [3.382458, 5.641137, -1.387562], [3.763833, 3.435477, -1.149595], [6.983938, 3.485580, 0.052289], [5.497631, 2.398547, -1.624486], [4.616315, 1.771611, -0.215413], [5.333909, 3.653033, 1.177722], [-0.339446, -0.601541, -6.704480], [0.433988, 0.364944, -7.568528], [1.353773, -0.484252, -8.222654], [0.770421, -1.717420, -8.313986], [1.145289, -2.586585, -9.020764], [-0.304439, -1.800405, -7.485537], [1.117779, 1.273195, -6.825366], [0.154690, -0.774033, -5.746566], [-1.362804, -0.283681, -6.522131], [-0.167118, 0.891619, -8.311532], [9.719586, 5.495143, 3.808798], [10.207733, 4.746776, 2.590331], [9.199430, 3.770780, 2.410856], [8.042809, 4.291470, 2.908393], [6.962990, 3.859781, 2.690058], [8.300246, 5.377001, 3.678875], [11.392240, 4.128888, 2.817719], [10.043311, 5.015001, 4.733255], [10.023844, 6.538301, 3.821187], [10.288220, 5.353377, 1.686768], [-12.208568, 4.898096, 0.039269], [-11.044427, 4.725243, 0.985201], [-10.976109, 3.318818, 1.128548], [-11.458485, 2.772735, -0.025062], [-11.313527, 1.644701, -0.349742], [-12.128081, 3.706966, -0.748627], [-11.293370, 5.283186, 2.197919], [-13.161249, 4.921947, 0.570701], [-12.124345, 5.784382, -0.583908], [-10.091578, 5.096574, 0.604241], [4.516912, -6.807056, 4.672013], [5.607180, -7.444017, 3.841574], [5.798955, -6.489192, 2.811389], [5.470284, -5.274283, 3.324392], [5.749089, -4.231882, 2.832049], [4.780823, -5.412127, 4.482329], [5.207586, -8.615210, 3.295746], [3.524579, -7.046279, 4.288270], [4.568327, -7.073622, 5.724071], [6.549316, -7.598412, 4.370195]], "forces_ev_per_angstrom": [[0.577, 0.428, 0.927], [-0.269, 0.143, -0.521], [-0.165, 0.279, 0.334], [0.110, -0.210, -0.004], [-0.422, -0.737, -0.298], [0.331, 0.058, 0.674], [-0.885, 0.254, -0.730], [0.051, -0.215, 0.025], [0.483, -0.406, -0.238], [-0.318, -0.124, 0.633], [-1.307, -1.132, 0.114], [0.541, 0.477, -0.104], [0.390, 0.168, -0.041], [-0.509, 0.984, 0.020], [0.204, -0.630, 0.237], [0.551, 0.270, 0.364], [-0.187, -0.187, -0.817], [0.102, 0.279, 0.136], [-0.287, 0.321, 0.046], [0.243, -0.045, -0.592], [0.023, 0.185, 0.045], [-0.325, -0.382, 0.444], [0.140, 0.286, 0.084], [0.108, -0.125, -0.169], [0.929, 0.821, -0.209], [-0.114, 0.001, -0.103], [-0.298, -0.203, -0.444], [-0.137, -0.004, -0.389], [0.034, -0.356, 0.105], [0.135, 0.001, 0.206], [0.103, -0.034, -0.098], [-0.023, 0.046, -0.165], [0.024, 0.183, 0.144], [0.017, 0.097, 0.018], [-0.068, -0.078, -0.016], [0.335, -0.185, -0.177], [0.197, -0.094, -0.073], [0.034, 0.039, 0.075], [0.102, -0.029, 0.231], [-0.097, 0.042, 0.255], [0.049, 0.139, 0.172], [-0.213, -0.256, -0.026], [-0.092, -0.162, -0.168], [0.023, 0.115, 0.060], [-0.046, -0.090, 0.110], [-0.003, 0.022, 0.035], [0.024, 0.025, -0.087], [-0.032, -0.155, -0.005], [-0.056, -0.029, 0.055], [-0.098, -0.299, 0.014], [0.235, -0.031, -0.287], [-0.298, -0.136, 0.215], [-0.077, 0.005, -0.169], [-0.049, 0.113, -0.026], [0.143, 0.082, 0.103], [-0.037, 0.343, -0.051], [0.127, 0.082, 0.074], [-0.203, 0.054, -0.035], [0.129, 0.009, 0.045], [-0.320, 0.194, 0.127], [0.116, -0.023, -0.412], [-0.110, -0.078, 0.311], [-0.150, 0.061, -0.199], [0.047, 0.039, 0.038], [0.243, 0.131, 0.012], [-0.020, 0.080, 0.024], [0.106, 0.080, -0.040], [-0.245, -0.003, 0.172], [0.118, 0.010, -0.025], [-0.326, 0.297, -0.171], [0.119, 0.153, 0.252], [-0.247, -0.144, -0.237], [-0.006, -0.042, 0.191], [0.015, 0.015, 0.059], [0.188, -0.012, -0.138], [0.031, -0.061, 0.031], [0.149, -0.014, 0.000], [-0.102, -0.211, 0.035], [0.104, 0.077, -0.035], [-0.248, -0.409, 0.009], [0.233, -0.073, -0.364], [-0.313, -0.153, 0.199], [-0.093, 0.147, -0.117], [0.019, -0.009, -0.095], [0.314, 0.047, 0.076], [-0.017, 0.115, -0.133], [0.137, 0.136, 0.054], [-0.229, 0.099, 0.020], [0.153, -0.019, 0.066], [-0.393, -0.046, 0.231], [0.237, -0.122, 0.157], [-0.316, 0.053, -0.135], [0.040, -0.357, -0.028], [0.052, 0.019, 0.040], [0.212, 0.352, -0.062], [0.060, 0.025, -0.029], [0.140, 0.119, -0.037], [-0.064, -0.171, -0.130], [0.061, 0.140, 0.057], [0.019, 0.303, 0.121], [0.108, -0.270, 0.185], [-0.096, 0.327, -0.117], [-0.130, -0.114, 0.039], [0.036, -0.007, 0.388], [0.148, -0.078, -0.108], [-0.038, -0.022, -0.041], [0.081, -0.120, -0.088], [-0.207, 0.048, -0.047], [0.118, -0.044, -0.020], [-0.111, 0.174, -0.230], [-0.093, -0.028, 0.241], [0.130, 0.118, -0.319], [-0.053, -0.166, -0.013], [-0.052, -0.022, 0.040], [0.099, 0.061, 0.172], [0.033, -0.052, -0.006], [0.077, -0.024, 0.143], [0.052, -0.137, -0.167], [0.039, 0.028, 0.129], [-0.113, -0.007, 0.305], [-0.246, -0.115, -0.240], [0.190, 0.108, 0.329], [-0.034, 0.118, -0.186], [0.193, -0.425, -0.020], [0.085, -0.155, -0.055], [0.044, 0.034, -0.034], [0.067, -0.084, -0.130], [0.075, 0.208, 0.037], [0.007, -0.110, -0.043]]}